Formula: C5H7NO
Source: the OMol25 dataset
Level of theory: ωB97M-V/def2-TZVPD

```
14
Properties=species:S:1:pos:R:3
C 0.53 -1.55 -0.94
C 0.40 -0.41 -0.25
C 1.32 0.74 -0.53
O 0.64 1.92 -0.13
C -0.42 1.49 0.62
C -0.58 0.15 0.68
N -1.60 -0.59 1.32
H 0.11 -2.52 -0.67
H 1.62 0.75 -1.59
H 1.10 -1.51 -1.86
H 2.23 0.65 0.08
H -1.05 2.28 1.02
H -1.87 -1.38 0.75
H -2.42 -0.02 1.50
```

For the frontier orbital gap, the calculation gives 8.51 eV. As for the LUMO energy: 1.0 eV. The highest occupied orbital energy comes out at -7.56 eV. For the energy relative to the best compared isomer or geometry (same formula, charge and spin), the calculation gives 1.826 eV. As for the SMILES: C=C1COC=C1N.

Charges per atom according to Löwdin partitioning, unit e:
1. C 0.052
2. C -0.255
3. C -0.143
4. O -0.067
5. C -0.070
6. C -0.287
7. N 0.088
8. H 0.053
9. H 0.132
10. H 0.059
11. H 0.141
12. H 0.131
13. H 0.081
14. H 0.087